Below is a structure of composition C20H41O19V in a non-equilibrium geometry, with properties calculated with ωB97M-V/def2-TZVPD.

The geometry in XYZ format:
```
81
Properties=species:S:1:pos:R:3
H -3.523 -3.399 2.078
C 1.504 1.165 0.792
H 2.465 0.687 1.010
C 3.299 -3.410 0.314
O -3.256 0.205 1.703
H -1.093 1.790 -3.349
C -0.120 -1.764 -3.342
H -1.677 0.453 -2.438
H 0.809 1.107 1.627
O 2.206 -3.121 0.774
H 3.064 -2.872 4.789
H 2.382 -5.498 1.580
O -3.357 4.193 -1.480
O 3.963 -4.507 0.610
O -2.575 2.258 -2.006
O -1.496 -2.175 -3.384
C -2.005 1.364 -2.937
H 2.432 -1.745 -1.550
H 4.060 -1.205 -1.910
O 2.541 4.363 -1.192
C -3.308 -2.950 3.046
C -3.678 5.540 -1.765
O -1.969 -1.532 1.152
H 0.454 3.175 -3.898
O -3.217 -3.065 -2.479
C 3.403 -1.530 -1.107
C -2.842 3.478 -2.469
C 2.414 -2.611 3.957
C -1.975 -2.711 -2.295
H -4.318 5.652 -2.643
C 3.370 4.866 -0.134
H -4.064 -3.227 3.772
H 1.725 2.706 -2.834
H 0.547 -2.625 -3.261
C -3.879 -3.906 -1.577
H -3.461 1.758 0.371
C 0.585 0.662 5.258
H 0.215 1.375 -0.822
H 0.064 -1.265 -4.289
O 0.404 -1.488 2.495
H -4.912 -3.579 -1.498
O 1.823 -1.348 4.259
H -2.691 1.068 -3.729
H -2.353 -3.331 3.422
H -2.796 6.155 -1.944
O -2.661 3.849 -3.590
H -3.475 -3.923 -0.563
H -4.234 5.925 -0.915
V -0.090 -2.444 0.431
C -2.830 0.888 0.509
O 1.574 4.714 -3.154
C 0.795 -0.979 3.527
H 4.415 4.704 -0.388
H 0.248 3.525 -2.120
O 0.527 -0.683 -0.436
H 0.748 -0.107 6.002
H -0.250 1.286 5.560
H -3.865 -4.934 -1.942
H 3.315 -0.732 -0.379
O 2.933 6.259 -2.350
H 1.457 1.282 5.073
H 3.775 -4.921 2.632
O 3.991 -2.717 -0.556
H 3.091 -2.500 3.110
H 1.677 -3.382 3.764
O 0.165 0.073 4.005
H 0.088 -1.108 -2.496
H -3.001 0.234 -0.343
H 3.090 4.322 0.765
C 3.449 -5.326 1.677
C 0.930 3.443 -2.961
H -1.795 1.202 0.606
H 1.832 0.640 -1.199
H 3.204 5.924 0.059
C 2.400 5.202 -2.241
O -3.281 -1.528 2.976
H 3.953 -6.284 1.558
H 1.797 2.209 0.618
C -2.762 -0.977 1.887
C 0.955 0.611 -0.525
O -1.327 -2.903 -1.275
```

The expectation value of S² is 3.754. As for the HOMO-LUMO gap (spin up / spin down): 7.80 / 8.15 eV. The calculation puts the energy above the lowest of the compared OMol25 structures with the same formula, charge and spin at 5.3 kcal/mol. The calculation puts the energy at -3160.05814 Ha. The charge is +1. The multiplicity is 4. The calculation puts the LUMO energy (spin up / spin down) at -2.854 / -2.957 eV.

Atomic partial charges in e from the Mulliken method, atoms 1 to 5:
1 H 0.1792
2 C -0.9267
3 H 0.2347
4 C 0.6996
5 O -0.3736

***

Below is a cluster of 6 separate species, H11S6 in total in a non-equilibrium geometry, with properties calculated with ωB97M-V/def2-TZVPD.

The geometry in XYZ format:
```
17
Properties=species:S:1:pos:R:3
H -0.299 4.054 2.808
H -5.094 -1.375 -3.547
S 1.385 3.262 -0.432
H 1.433 1.974 0.034
H 1.255 2.735 2.891
S 3.611 0.331 -2.114
H 0.617 3.155 -1.585
S -5.089 -0.117 -3.960
H -0.816 -5.170 4.155
H 0.483 -4.729 2.488
H 2.686 -0.125 -1.233
H 2.975 -0.059 -3.238
S 0.111 3.034 3.561
H 0.474 -1.055 1.019
S -0.534 -5.519 2.866
S 0.597 -0.374 -0.115
H -3.797 -0.022 -3.597
```

As for the HOMO-LUMO gap: 6.27 eV. The calculation puts the energy above the lowest of the compared OMol25 structures with the same formula, charge and spin at 22.4 kcal/mol. The calculation puts the energy at -2395.70707 Ha. The charge is -1. The calculation puts the LUMO energy at 2.764 eV.

Atomic partial charges in e from the Mulliken method, atoms 1 to 5:
1 H 0.1358
2 H 0.1375
3 S -0.3179
4 H 0.1130
5 H 0.1351

***

Below is a structure of composition C32H35ClN8O5SV, with properties calculated with ωB97M-V/def2-TZVPD.

The geometry in XYZ format:
```
83
Properties=species:S:1:pos:R:3
H -2.236 -4.487 6.275
C 4.594 1.040 1.910
H 2.626 1.058 -2.872
H 0.561 -1.807 2.048
N 1.178 -1.292 0.158
C 1.784 4.063 -4.201
H -2.551 -1.135 -2.562
C -2.751 -0.095 -2.836
N -3.397 3.144 1.695
C 2.879 -2.603 -0.846
H 2.100 -4.467 4.614
O -1.917 -0.685 2.167
C -1.442 0.571 -3.279
H 2.007 4.701 -5.049
H 3.648 0.913 0.004
H 1.808 -0.961 -1.781
H 0.228 -4.464 6.068
V 0.585 0.758 0.533
C 0.700 1.708 3.148
H -3.069 0.391 -1.914
C 3.098 1.266 3.789
H -2.508 -0.499 -6.973
C 0.563 3.644 -2.165
H -4.799 -0.424 -3.369
H -2.536 0.920 -5.943
C 1.987 1.320 2.873
H 5.596 0.956 1.511
C 3.006 -3.346 0.310
C -0.403 -4.268 5.209
H 3.157 2.520 -4.792
H -3.725 2.215 1.454
O -3.715 0.095 0.846
C 1.572 -4.069 3.750
H -0.149 3.952 -1.408
C 4.360 1.129 3.330
Cl -2.416 -0.541 0.827
H -1.648 1.535 -3.759
H -0.824 0.756 -2.402
N -1.163 -0.575 -5.434
C 3.528 1.017 1.076
H -4.543 -0.662 -5.788
H 0.910 1.738 5.278
H 3.506 -2.804 -1.707
N -0.100 1.877 2.029
N -2.598 -4.032 4.283
C -2.025 3.287 1.738
C 2.161 -3.120 1.419
C -1.761 -4.278 5.319
H 5.193 1.104 4.022
O 0.493 -0.698 -3.929
S -1.271 4.683 1.201
H 3.369 -4.273 2.697
N -1.415 2.235 2.290
C 2.368 -3.850 2.630
C 1.204 2.406 -2.007
H -2.004 1.452 2.555
C 0.178 -3.997 3.933
O -2.483 -1.797 0.155
H -0.614 -1.220 -5.977
N 2.233 1.062 1.503
H -3.834 3.890 1.181
C 0.136 1.866 4.524
C 0.875 1.540 -0.895
C -0.614 -0.278 -4.212
H 3.755 -4.128 0.375
H -4.107 1.035 -4.057
C -3.898 -0.020 -3.838
C -1.965 -3.763 3.138
C -2.462 -0.174 -5.932
H -2.604 -3.536 2.288
C -3.651 -0.742 -5.159
C 1.955 -1.574 -0.904
C 2.430 2.840 -4.053
H 2.916 1.361 4.851
N -0.670 -3.734 2.892
H -0.318 2.852 4.651
C 1.233 -2.067 1.239
C 0.850 4.457 -3.249
C 2.144 2.021 -2.973
H -3.476 -1.807 -4.978
H -0.642 1.119 4.716
O -1.512 0.367 0.089
H 0.345 5.411 -3.350
```

The expectation value of S² is 0.783. As for the HOMO-LUMO gap (spin up / spin down): 3.95 / 4.66 eV. The calculation puts the energy above the lowest of the compared OMol25 structures with the same formula, charge and spin at 16.6 kcal/mol. The calculation puts the energy at -3856.78147 Ha. The charge is -2. The multiplicity is 2. The calculation puts the LUMO energy (spin up / spin down) at 4.069 / 4.069 eV.

Atomic partial charges in e from the Mulliken method, atoms 1 to 5:
1 H 0.3704
2 C -0.9847
3 H 0.3284
4 H 0.3502
5 N 0.8037